No. 1
{"formula": "C18H36Br18", "method": "the ωB97M-V functional and the def2-TZVPD basis", "homo_lumo_gap_ev": 9.9, "relative_energy_ev": 0.5635, "e_tot_ev": -1280016.141, "smiles": "BrCCBr.BrCCBr.BrCCBr.BrCCBr.BrCCBr.BrCCBr.BrCCBr.BrCCBr.BrCCBr", "elements": ["Br", "C", "C", "Br", "H", "H", "H", "H", "Br", "C", "C", "Br", "H", "H", "H", "H", "Br", "C", "C", "Br", "H", "H", "H", "H", "Br", "C", "C", "Br", "H", "H", "H", "H", "Br", "C", "C", "Br", "H", "H", "H", "H", "Br", "C", "C", "Br", "H", "H", "H", "H", "Br", "C", "C", "Br", "H", "H", "H", "H", "Br", "C", "C", "Br", "H", "H", "H", "H", "Br", "C", "C", "Br", "H", "H", "H", "H"], "xyz": [[-6.680, -6.997, -2.424], [-5.017, -7.049, -1.326], [-4.185, -8.231, -1.778], [-2.624, -8.219, -0.578], [-5.341, -7.041, -0.291], [-4.501, -6.112, -1.513], [-3.817, -8.130, -2.795], [-4.696, -9.187, -1.731], [0.321, -7.278, -5.456], [0.053, -8.951, -4.446], [1.380, -9.504, -3.936], [0.926, -10.947, -2.669], [-0.375, -9.699, -5.110], [-0.669, -8.789, -3.652], [1.982, -8.729, -3.466], [1.991, -9.929, -4.727], [-3.924, -12.897, 3.405], [-4.458, -11.120, 4.012], [-3.251, -10.172, 3.936], [-3.694, -8.603, 5.049], [-4.821, -11.178, 5.033], [-5.286, -10.743, 3.417], [-2.949, -9.884, 2.934], [-2.397, -10.695, 4.356], [-3.278, -11.668, -1.798], [-2.642, -12.151, -0.018], [-1.196, -11.717, 0.071], [-0.621, -11.904, 1.949], [-2.703, -13.220, 0.179], [-3.239, -11.671, 0.752], [-1.065, -10.680, -0.227], [-0.522, -12.308, -0.543], [1.459, -15.373, 4.516], [0.858, -14.204, 6.012], [-0.529, -13.697, 5.734], [-1.192, -12.496, 7.121], [1.592, -13.397, 5.972], [1.112, -14.705, 6.940], [-1.205, -14.552, 5.757], [-0.612, -13.289, 4.733], [-1.452, -15.176, 2.411], [-2.386, -16.513, 1.375], [-2.803, -17.648, 2.288], [-3.718, -18.984, 1.229], [-1.696, -16.933, 0.645], [-3.182, -16.011, 0.837], [-3.439, -17.367, 3.129], [-1.982, -18.118, 2.827], [1.745, -8.886, 2.146], [1.073, -8.330, 0.373], [1.404, -6.865, 0.156], [0.986, -6.336, -1.706], [0.023, -8.590, 0.358], [1.655, -8.919, -0.331], [2.459, -6.697, 0.345], [0.841, -6.212, 0.817], [3.054, -15.747, 0.411], [1.309, -15.080, -0.067], [1.077, -15.356, -1.566], [-0.802, -15.216, -2.132], [1.328, -14.037, 0.242], [0.533, -15.559, 0.528], [1.418, -16.382, -1.668], [1.706, -14.690, -2.149], [-9.022, -10.390, -2.690], [-8.217, -10.336, -0.922], [-7.234, -11.498, -0.745], [-6.281, -11.444, 0.981], [-9.024, -10.397, -0.200], [-7.675, -9.397, -0.865], [-6.481, -11.376, -1.519], [-7.717, -12.467, -0.801]], "forces_ev_per_a": [[0.53, -0.04, 0.36], [-0.43, 0.19, -0.79], [-0.08, 0.37, 0.37], [-0.21, -0.19, -0.24], [0.04, -0.43, 0.02], [-0.04, -0.01, -0.12], [0.10, 0.27, 0.06], [0.06, -0.02, 0.46], [-0.09, -0.61, 0.37], [0.29, -0.52, -0.27], [-0.27, 0.46, -0.07], [0.36, 0.41, -0.31], [-0.11, 0.29, -0.24], [0.20, 0.40, 0.12], [-0.17, -0.19, 0.48], [-0.20, -0.21, -0.04], [-0.26, 0.29, 0.22], [0.27, 0.79, -0.08], [-0.37, -0.76, 0.49], [0.33, -0.38, -0.55], [0.22, -0.33, 0.05], [0.03, -0.20, -0.21], [-0.39, 0.31, -0.04], [0.11, 0.34, 0.41], [-0.11, -0.47, 0.23], [0.65, -0.05, 0.43], [0.03, 0.13, 0.15], [0.22, 0.41, -0.53], [-0.24, -0.07, -0.50], [-0.19, 0.28, -0.35], [-0.04, 0.05, 0.28], [-0.12, -0.26, 0.14], [-0.24, 0.27, 0.62], [1.62, 0.78, -0.56], [-0.48, -1.45, 0.31], [0.28, -0.01, -0.41], [-0.19, 0.12, -0.15], [-0.82, -0.35, 0.02], [-0.16, 0.13, 0.03], [0.07, 0.57, 0.14], [-0.08, -0.21, -0.13], [0.29, -0.72, 0.13], [-0.24, 0.19, 0.78], [-0.04, -0.11, 0.05], [0.12, 0.30, -0.06], [-0.24, -0.15, 0.21], [-0.45, 0.32, -0.49], [0.36, -0.06, -0.67], [-0.15, 0.29, -0.32], [0.80, 0.06, 0.13], [-0.32, -0.10, 0.21], [0.15, -0.25, 0.60], [-0.04, 0.12, -0.13], [-0.28, -0.22, -0.03], [0.05, 0.06, -0.32], [-0.14, 0.03, -0.14], [0.10, -0.17, 0.10], [-0.92, 0.38, -0.30], [0.63, -0.02, 1.16], [0.67, 0.12, 0.34], [-0.13, 0.10, -0.34], [0.36, -0.22, 0.07], [-0.38, -0.05, -0.66], [-0.28, -0.02, -0.32], [0.11, -0.12, 0.11], [0.42, -0.51, 0.56], [-0.14, 0.67, -0.44], [-0.42, 0.12, -0.59], [-0.03, 0.21, -0.01], [-0.20, 0.11, 0.09], [0.21, -0.41, 0.13], [0.04, -0.03, -0.01]]}

=====

No. 2
{"formula": "C2HF2NO3S", "method": "the ωB97M-V functional and the def2-TZVPD basis", "homo_lumo_gap_ev": 9.5, "relative_energy_ev": 2.8971, "e_tot_ev": -25987.802, "elements": ["C", "C", "N", "O", "O", "O", "F", "F", "S", "H"], "xyz": [[-1.360, 1.198, -0.113], [-2.429, 0.368, 0.210], [0.090, -0.332, 0.548], [-0.778, 1.855, -0.928], [-0.699, -1.060, -1.919], [-1.553, -2.175, 0.070], [-2.627, -0.178, 1.369], [-3.555, 0.868, -0.345], [-0.841, -1.125, -0.465], [0.670, 0.006, -0.151]], "forces_ev_per_a": [[3.19, 2.59, -2.79], [-0.57, 0.68, -1.07], [-2.36, -1.46, -0.42], [-2.30, -2.06, 3.07], [0.52, 0.45, 2.32], [-1.59, -3.03, 1.58], [-0.25, 0.09, 0.53], [0.18, -0.67, 0.43], [0.59, 1.67, -2.41], [2.59, 1.74, -1.23]]}

=====

No. 3
{"formula": "C19H17ClN2O4", "method": "the ωB97M-V functional and the def2-TZVPD basis", "homo_lumo_gap_ev": 8.5, "relative_energy_ev": 0.9514, "e_tot_ev": -43671.257, "smiles": "CCOc1ccc(OCc2ccc(C(=O)Nc3ccc(Cl)cn3)o2)cc1", "elements": ["C", "C", "O", "C", "C", "C", "C", "O", "C", "C", "C", "C", "C", "C", "O", "N", "C", "C", "C", "C", "Cl", "C", "N", "O", "C", "C", "H", "H", "H", "H", "H", "H", "H", "H", "H", "H", "H", "H", "H", "H", "H", "H", "H"], "xyz": [[0.550, -3.841, 0.087], [1.303, -3.872, 1.413], [2.300, -2.871, 1.491], [1.954, -1.591, 1.784], [3.015, -0.682, 1.813], [2.808, 0.638, 2.146], [1.528, 1.085, 2.461], [1.295, 2.382, 2.881], [1.618, 3.403, 1.957], [0.489, 3.629, 0.999], [-0.295, 4.728, 0.777], [-1.236, 4.352, -0.200], [-0.971, 3.039, -0.502], [-1.669, 2.158, -1.441], [-2.562, 2.564, -2.156], [-1.218, 0.862, -1.414], [-1.647, -0.205, -2.185], [-2.628, -0.095, -3.174], [-2.964, -1.227, -3.889], [-2.314, -2.420, -3.596], [-2.691, -3.864, -4.463], [-1.356, -2.433, -2.594], [-1.034, -1.354, -1.906], [0.085, 2.602, 0.228], [0.469, 0.192, 2.415], [0.673, -1.135, 2.079], [1.250, -3.988, -0.732], [-0.189, -4.638, 0.069], [0.051, -2.886, -0.058], [1.856, -4.811, 1.506], [0.612, -3.795, 2.260], [4.004, -1.045, 1.584], [3.646, 1.318, 2.187], [1.776, 4.313, 2.540], [2.535, 3.159, 1.406], [-0.205, 5.682, 1.254], [-2.014, 4.948, -0.629], [-0.481, 0.628, -0.758], [-3.103, 0.852, -3.364], [-3.715, -1.188, -4.662], [-0.828, -3.339, -2.336], [-0.522, 0.543, 2.661], [-0.177, -1.798, 2.058]], "forces_ev_per_a": [[0.24, 0.13, 0.34], [-0.29, -0.28, -0.16], [0.19, 0.11, -0.03], [0.10, 0.28, 0.06], [-0.15, -0.25, -0.08], [-0.18, 0.19, 0.11], [-0.08, -0.26, -0.05], [0.05, -0.22, 0.20], [-0.12, -0.05, -0.42], [-0.02, 0.87, 0.45], [0.51, -0.52, 0.16], [0.00, -0.93, -0.40], [-0.45, 1.32, 0.09], [0.17, -0.44, 0.01], [-0.03, 0.14, 0.03], [0.25, 0.23, 0.32], [-0.27, -0.39, -0.39], [0.00, 0.08, 0.02], [0.27, -0.25, 0.20], [-0.02, 0.27, 0.07], [-0.01, -0.16, -0.06], [-0.21, -0.12, -0.26], [0.10, 0.43, 0.23], [0.10, -0.33, -0.11], [0.21, 0.42, 0.10], [0.09, -0.36, -0.08], [0.04, -0.03, -0.11], [-0.11, -0.10, -0.03], [-0.08, 0.06, -0.05], [-0.13, 0.12, 0.06], [0.10, -0.01, -0.03], [0.12, -0.04, -0.02], [0.07, 0.06, 0.03], [-0.01, -0.07, -0.18], [-0.07, 0.06, 0.14], [0.07, 0.18, 0.17], [-0.19, 0.06, -0.14], [-0.06, 0.02, -0.05], [0.00, 0.00, 0.00], [-0.06, -0.01, -0.06], [0.00, -0.17, -0.05], [-0.10, 0.06, 0.01], [-0.06, -0.10, -0.02]]}

=====

No. 4
{"formula": "C2H2N2O4", "method": "the ωB97M-V functional and the def2-TZVPD basis", "homo_lumo_gap_ev": 11.1, "relative_energy_ev": 0.9593, "e_tot_ev": -13274.217, "smiles": "Nn1oc(=O)oc1=O", "elements": ["N", "N", "O", "C", "O", "O", "C", "O", "H", "H"], "xyz": [[1.113, 1.279, 0.229], [0.377, 0.280, -0.429], [-1.033, 0.704, -0.426], [-1.782, -0.384, -0.124], [-2.938, -0.249, 0.084], [-0.892, -1.502, 0.104], [0.437, -1.136, -0.175], [1.414, -1.826, -0.141], [1.513, 1.058, 1.197], [1.792, 1.776, -0.319]], "forces_ev_per_a": [[0.15, -1.58, 1.81], [0.62, 1.14, 0.08], [1.26, -1.61, 0.05], [1.21, 1.07, 1.27], [0.41, -1.64, -0.37], [-0.50, 0.85, -1.11], [-0.41, 1.35, 0.92], [-1.58, 0.81, -0.02], [-1.11, -0.01, -1.98], [-0.04, -0.38, -0.64]]}

=====

No. 5
{"formula": "C28H34Br2N2O6", "method": "the ωB97M-V functional and the def2-TZVPD basis", "homo_lumo_gap_ev": 8.4, "e_tot_ev": -184935.556, "elements": ["C", "C", "O", "O", "C", "C", "C", "C", "C", "C", "C", "C", "C", "C", "Br", "C", "C", "Br", "C", "O", "C", "C", "C", "C", "C", "C", "C", "O", "H", "H", "H", "H", "H", "H", "H", "H", "H", "H", "H", "H", "H", "H", "H", "H", "H", "H", "H", "H", "C", "O", "N", "C", "C", "H", "H", "H", "H", "H", "H", "H", "C", "O", "N", "C", "C", "H", "H", "H", "H", "H", "H", "H"], "xyz": [[3.053, -2.419, 0.423], [2.640, -2.980, -0.988], [1.814, -3.854, -1.086], [3.265, -2.376, -2.058], [2.634, -2.682, -3.311], [1.210, -2.047, -3.510], [1.198, -0.528, -3.999], [0.046, 0.208, -3.249], [-1.326, -0.217, -3.607], [-2.449, 0.446, -2.978], [-2.266, 1.495, -1.973], [-0.914, 1.892, -1.646], [0.288, 1.285, -2.256], [1.689, 1.822, -1.866], [2.526, 2.882, -3.346], [2.696, 0.721, -1.282], [3.172, 1.253, 0.151], [4.391, 0.600, -2.342], [-3.554, 2.100, -1.350], [-3.618, 3.265, -1.037], [-4.749, 1.100, -1.209], [-5.725, 1.150, -0.130], [-6.804, 0.150, -0.071], [-6.941, -0.928, -1.052], [-5.978, -0.969, -2.153], [-4.929, 0.025, -2.217], [-3.895, 0.029, -3.384], [-4.184, -0.232, -4.530], [3.773, -1.561, 0.336], [3.525, -3.214, 1.053], [2.127, -2.031, 0.914], [2.518, -3.795, -3.460], [3.306, -2.351, -4.154], [0.629, -2.112, -2.555], [0.673, -2.683, -4.272], [0.895, -0.551, -5.088], [2.187, -0.011, -3.963], [-1.473, -1.029, -4.350], [-0.762, 2.705, -0.889], [1.526, 2.580, -1.052], [2.238, -0.279, -1.111], [2.437, 1.026, 0.961], [4.162, 0.747, 0.337], [3.422, 2.350, 0.086], [-5.634, 1.970, 0.627], [-7.566, 0.187, 0.746], [-7.730, -1.712, -1.011], [-6.023, -1.743, -2.954], [5.832, -2.066, 3.606], [5.188, -1.345, 2.869], [6.684, -3.037, 3.199], [7.419, -3.859, 4.139], [6.867, -3.261, 1.776], [5.768, -1.980, 4.703], [8.491, -3.727, 3.971], [7.153, -4.907, 3.985], [7.183, -3.579, 5.166], [7.236, -2.344, 1.311], [5.907, -3.517, 1.324], [7.578, -4.068, 1.607], [-5.274, 2.744, 3.282], [-6.112, 2.684, 2.399], [-4.930, 3.867, 3.951], [-3.921, 3.862, 4.992], [-5.591, 5.115, 3.616], [-4.714, 1.854, 3.613], [-4.371, 4.201, 5.929], [-3.112, 4.540, 4.711], [-3.514, 2.861, 5.134], [-6.666, 5.008, 3.773], [-5.415, 5.345, 2.563], [-5.210, 5.925, 4.236]], "forces_ev_per_a": [[0.43, 0.54, -0.94], [0.25, 0.08, 1.16], [0.48, 0.51, -0.29], [-1.08, -0.50, 0.67], [-0.67, -0.74, -1.82], [0.45, 0.18, 0.14], [-1.06, -0.37, -0.27], [-0.71, 0.85, 0.30], [0.81, 2.20, 1.85], [0.87, -0.08, 0.23], [1.15, -1.36, -1.07], [0.27, -0.59, -0.65], [-2.59, -0.89, -1.03], [-0.69, -0.60, 0.25], [-1.01, 0.01, 0.50], [0.33, 1.64, 1.43], [1.01, -0.35, -0.98], [-0.65, -0.67, 0.61], [0.09, -0.82, -0.37], [-0.03, -0.63, 0.24], [-1.62, -1.91, -0.19], [0.06, -0.89, -1.49], [0.82, -0.42, -1.16], [2.14, 1.78, -0.44], [0.11, 1.45, 1.25], [0.20, 0.58, 0.75], [0.00, 0.31, 0.99], [0.22, -0.20, 0.65], [-0.59, -0.92, 0.06], [-0.61, 0.61, -0.62], [0.70, -0.52, -0.33], [0.23, 1.05, 0.55], [-0.42, -0.04, 1.20], [0.53, -0.14, -0.80], [0.51, 0.64, 0.83], [0.43, 0.19, 1.05], [-0.83, -0.49, 0.32], [0.03, 0.79, 0.59], [-0.24, -0.80, -0.81], [0.23, -0.73, -0.93], [0.40, 0.75, -0.85], [0.54, 0.26, -0.70], [-1.18, 0.40, 0.35], [-0.48, -1.04, 0.12], [-0.35, -1.12, -0.81], [0.96, 0.16, -0.73], [0.65, 0.90, 0.18], [-0.01, 0.76, 0.79], [0.11, -0.11, -0.02], [0.06, -0.11, -0.13], [-0.19, 0.20, 0.32], [-0.02, 0.02, -0.31], [-0.18, 0.24, 0.02], [0.05, -0.05, 0.02], [0.01, -0.12, 0.14], [0.12, -0.03, 0.14], [-0.03, 0.04, -0.09], [-0.03, -0.10, -0.12], [0.11, 0.00, -0.13], [-0.04, 0.04, 0.11], [0.08, 0.15, 0.15], [-0.04, 0.30, 0.36], [0.03, -0.43, -0.06], [-0.17, 0.21, -0.12], [-0.14, -0.16, -0.21], [0.04, 0.02, 0.04], [0.17, -0.02, 0.06], [0.07, -0.05, 0.16], [-0.07, 0.03, -0.06], [0.02, 0.13, -0.06], [-0.09, 0.10, 0.05], [0.04, -0.12, 0.01]]}

=====

No. 6
{"formula": "C4H10N2O2P", "method": "the ωB97M-V functional and the def2-TZVPD basis", "homo_lumo_gap_ev": 7.0, "relative_energy_ev": 2.7726, "e_tot_ev": -20665.710, "charge": 1, "elements": ["C", "C", "C", "C", "N", "N", "O", "O", "P", "H", "H", "H", "H", "H", "H", "H", "H", "H", "H"], "xyz": [[-0.495, 0.407, -1.696], [-1.885, -0.841, -0.063], [-3.009, -0.769, 0.661], [2.830, 1.445, 0.254], [-1.650, -0.024, -1.190], [0.642, 0.315, -0.831], [-0.413, 0.982, -2.736], [1.117, -1.194, 1.443], [1.870, 1.190, -1.439], [-1.232, -1.702, -0.046], [-3.255, -1.327, 1.526], [0.859, -2.108, 1.131], [-3.730, 0.221, 0.545], [2.965, 0.410, 0.721], [2.075, 1.988, 0.889], [3.675, 1.981, 0.194], [-2.492, 0.239, -1.717], [0.619, -0.208, 0.063], [1.509, -1.006, 2.290]], "forces_ev_per_a": [[-1.19, -0.33, 0.64], [-1.08, -0.79, 0.20], [-0.69, 4.11, -0.88], [-4.83, -3.32, -0.19], [-1.49, -0.07, 0.09], [0.61, 0.22, -0.50], [0.68, 0.66, -1.31], [-0.99, -0.42, -2.35], [1.12, 0.39, 2.35], [0.16, -0.07, 0.52], [0.03, -0.96, 0.33], [0.98, 1.29, 1.83], [1.90, -2.75, 0.01], [0.03, 1.39, -0.60], [0.65, -0.44, -0.56], [3.13, 1.77, -0.54], [0.79, -0.02, 0.14], [0.19, 0.41, 0.23], [0.00, -1.08, 0.59]]}